1.
80
Properties=species:S:1:pos:R:3:mulliken_charge:R:1 method="wB97M-V/def2-TZVPD" homo_ha="-0.0433 / -0.0433" multiplicity=4 charge=-1
C 1.26067 4.66359 -0.09252 -0.9131
C 1.73856 3.61359 0.88215 1.4808
H 1.37568 5.66204 0.34718 0.4402
H 0.22208 4.46022 -0.39156 -0.2367
H 1.91280 4.63000 -0.98265 0.2165
C 2.64117 3.93243 1.92218 -0.8911
C 2.77488 5.25659 2.57308 -1.6329
H 3.33531 3.16430 2.25478 0.1643
H 1.80032 5.66667 2.89263 0.2781
H 3.23636 6.03253 1.93651 0.2681
H 3.42706 5.17633 3.45932 0.3700
V -1.26459 -1.33985 -1.26776 0.6756
Cl -0.53577 -0.57375 -3.33052 -0.6657
Cl -3.41064 -1.59150 -0.42910 -0.6964
H -4.52826 -5.42008 -2.26556 0.3659
H -4.84212 -4.42982 -4.56212 0.3217
C -4.16453 -4.45419 -1.90062 -0.9443
C -4.47622 -3.46587 -4.18825 -0.8951
N -3.63085 -3.67318 -3.02518 0.3689
H -3.38427 -4.60118 -1.14809 0.1796
C -2.38082 -3.19367 -3.01417 -0.0311
O -1.59856 -3.31645 -2.03199 -0.6646
H -3.88045 -2.96541 -4.96223 0.2770
H -2.02971 -2.70647 -3.94897 0.3599
H -5.00747 -3.93205 -1.43809 0.3186
H -5.34513 -2.84173 -3.94060 0.3003
H -1.61374 1.56781 2.78710 0.1051
H 1.06936 1.41703 4.09998 0.2753
C -1.60970 0.57394 3.25978 -0.9814
C 0.61722 0.43277 4.30574 -1.0776
N -0.27508 -0.00474 3.24328 0.4741
H -2.28478 -0.08893 2.71355 0.3283
C -0.00497 -1.12404 2.50520 0.3196
O -0.82527 -1.73042 1.80191 -0.6344
H 1.42390 -0.30156 4.41468 0.2844
H 1.05071 -1.45439 2.57593 0.0255
H -1.93741 0.70464 4.30286 0.3989
H 0.07096 0.52987 5.25909 0.3833
O 0.78349 2.54365 1.15118 -0.2845
C 1.80765 2.16553 0.23418 -1.4256
C 3.18322 0.82268 1.90147 0.4461
C 2.95058 1.29116 0.59294 0.6615
H 2.46737 1.09630 2.68115 0.2946
C 4.28792 0.01776 2.18815 -1.0028
H 1.35179 2.06696 -0.75938 0.8556
C 3.93065 0.99201 -0.38896 -0.2818
H 4.41549 -0.36190 3.20252 0.3029
C 5.23341 -0.29134 1.20316 -0.4572
C 5.06679 0.25376 -0.07120 -0.7224
H 3.76787 1.34069 -1.40862 0.3965
H 6.07842 -0.96126 1.40868 0.3466
H 5.84697 0.10133 -0.81544 0.3469
Si -2.57841 2.09608 -0.87971 0.5053
Cl -0.91958 0.65448 -0.19130 0.1602
C -3.84341 1.94530 0.49333 -0.8934
C -3.37336 1.28877 -2.38649 -0.9285
C -1.99475 3.77237 -1.42712 -1.2134
H -3.41136 1.90020 1.49926 0.1798
H -4.49862 1.06690 0.38252 0.2363
H -4.48667 2.83639 0.43810 0.4091
H -1.79584 4.44695 -0.58745 0.3323
H -2.77354 4.23828 -2.05620 0.4363
H -1.08896 3.70480 -2.04231 0.3477
H -2.75738 1.37396 -3.28751 0.2909
H -4.33413 1.78665 -2.59259 0.3886
H -3.59094 0.22302 -2.24414 0.0998
C 0.26107 -4.11051 0.06675 -1.2431
P 1.29753 -2.94178 -0.76899 1.6287
C 2.87605 -2.76743 0.06732 -0.8737
C 1.56416 -3.47475 -2.45196 -1.4268
O 0.67376 -1.55032 -0.73445 -0.2675
H -0.35160 -4.61845 -0.68357 0.2738
H -0.37302 -3.58455 0.79263 0.1918
H 0.92723 -4.81020 0.57681 0.4783
H 3.16686 -3.72988 0.52179 0.4395
H 3.60720 -2.43360 -0.68799 0.3744
H 2.79126 -1.97895 0.83056 -0.1412
H 0.88331 -2.93105 -3.12036 0.2372
H 2.59506 -3.19775 -2.69904 0.3991
H 1.42974 -4.55735 -2.56466 0.3863

2.
78
Properties=species:S:1:pos:R:3:mulliken_charge:R:1 method="wB97M-V/def2-TZVPD" homo_ha=-0.3416 charge=0 relative_energy_kcal_mol=12.2
C -0.08453 -1.38694 -0.15225 -0.4023
C -0.09469 0.06172 -0.22461 0.1715
N -0.04240 1.21642 -0.25794 -0.0836
H 0.94354 -1.63437 0.11838 0.1014
H -0.23702 -1.78630 -1.15171 0.0491
H -0.78720 -1.80758 0.55643 0.3083
C -2.72969 0.33594 -3.50519 0.0854
C -3.50726 1.04589 -4.50965 0.1073
N -4.10941 1.60117 -5.30103 -0.3695
H -2.26755 1.02706 -2.81472 0.0579
H -2.02189 -0.32325 -4.00722 -0.1412
H -3.41888 -0.33335 -2.98226 0.2425
C 1.09667 -1.76508 -3.79339 -0.0011
C 0.04073 -2.07078 -4.75782 0.0426
N -0.75276 -2.33586 -5.54456 -0.4352
H 2.06019 -1.82045 -4.29442 0.2360
H 1.07423 -2.45025 -2.94977 0.2340
H 0.97741 -0.75512 -3.40398 -0.0592
C 3.16170 0.93654 -2.46767 -0.6946
S 3.93718 -0.30659 -1.43302 0.4473
O 2.87259 -1.25536 -1.02545 -0.5131
C 4.90446 -1.08317 -2.72930 -1.0175
H 3.86635 1.75632 -2.61489 0.4651
H 2.26100 1.28635 -1.97013 -0.2253
H 2.91071 0.52563 -3.44482 0.4835
H 5.64616 -1.71023 -2.24252 0.3448
H 5.39158 -0.27647 -3.28086 0.4163
H 4.29810 -1.67030 -3.41517 0.2084
C 1.81817 0.84929 2.46246 -0.6072
C 2.00705 2.32515 2.15759 0.9362
O 1.57318 3.15695 2.91791 -0.5919
C 2.86341 2.74622 0.99062 -0.9179
H 0.74497 0.74160 2.61096 0.0508
H 2.38496 0.62537 3.36285 0.4896
H 2.15596 0.23621 1.62725 -0.0229
H 3.79170 2.16929 1.03720 0.4424
H 3.04729 3.81022 1.09152 0.4204
H 2.36952 2.54594 0.03958 -0.1104
C 0.90203 -4.80796 2.43071 -1.0117
C 1.36724 -5.01105 1.02073 0.8977
O 0.89563 -4.37033 0.10842 -0.5208
C 2.36639 -6.11459 0.79905 -1.2913
H 1.72873 -4.82668 3.14473 0.3970
H 0.25580 -5.64452 2.71319 0.3379
H 0.35802 -3.87287 2.53057 0.1491
H 1.93358 -7.07264 1.11343 0.3463
H 3.23034 -5.99334 1.46158 0.3595
H 2.69920 -6.20962 -0.22817 0.3269
C 0.85739 5.74414 0.11334 -0.6193
C 0.46242 5.70248 -1.34625 0.6185
O 0.54751 6.70125 -2.02898 -0.5911
C -0.07117 4.41195 -1.92016 -0.4787
H 0.21240 6.33954 0.75557 0.3568
H 1.81627 6.27681 0.12940 0.3293
H 1.02989 4.76236 0.54751 -0.1732
H 0.65049 3.60275 -1.77813 -0.1192
H -0.26035 4.53956 -2.98567 0.4021
H -1.02025 4.10304 -1.47591 0.2468
C -1.66630 3.01868 2.17493 -0.2887
C -3.00928 2.56541 2.66967 0.3541
O -3.55197 3.05518 3.61420 -0.5797
C -3.58739 1.36430 1.95276 -0.6014
H -0.85575 2.61100 2.77230 0.0730
H -1.61565 4.10717 2.11995 0.3823
H -1.53860 2.70565 1.13579 -0.0481
H -2.86124 0.56044 2.11884 -0.0143
H -3.70512 1.49354 0.87786 0.3427
H -4.55115 1.12059 2.39611 0.3007
C -3.44365 -3.00047 3.82919 -1.1240
C -3.64460 -2.37636 2.47533 0.8497
O -2.69394 -2.01066 1.82317 -0.4824
C -5.07024 -2.14894 2.01936 -1.1281
H -4.10370 -3.83477 4.04673 0.3911
H -3.61024 -2.20776 4.56960 0.2903
H -2.39785 -3.28050 3.94468 0.2324
H -5.65114 -3.05803 2.16482 0.4118
H -5.07160 -1.89600 0.95887 0.2691
H -5.47768 -1.27662 2.53243 0.2592

3.
82
Properties=species:S:1:pos:R:3:mulliken_charge:R:1 method="wB97M-V/def2-TZVPD" homo_ha=-0.3149 charge=0 smiles="CCCCNC1=C(OC[C@H](C)O)C(=O)OC1=O.CNC(C)=O.CNC(C)=O.CNC(C)=O.CNC(C)=O"
C 1.19733 4.33883 1.44581 -1.2795
C 1.41425 3.54096 0.15420 -0.5111
C 1.28066 2.03054 0.34001 -0.1060
C -0.15455 1.56893 0.46923 -0.6756
N -0.17668 0.08373 0.59070 -0.1632
C -1.18214 -0.41256 1.40441 0.0561
C -2.48620 -0.58004 1.14636 0.8092
O -3.09726 -0.32909 -0.01035 -0.5412
C -4.45578 0.13365 0.00742 -0.8007
C -4.50533 1.66834 -0.01831 0.7325
C -4.85957 2.30087 1.33057 -1.3614
O -5.50679 2.08977 -0.95912 -0.5129
C -3.13440 -1.19068 2.34579 0.4789
O -4.22147 -1.64421 2.48161 -0.5419
O -2.20404 -1.18778 3.36184 -0.3341
C -0.97050 -0.87070 2.80377 0.2255
O 0.04020 -0.98696 3.41009 -0.5245
H 1.56822 3.78234 2.31245 0.2910
H 1.69691 5.30797 1.41898 0.3845
H 0.13385 4.51641 1.62640 0.3080
H 2.39408 3.75546 -0.27334 0.3262
H 0.65561 3.85409 -0.56988 0.3197
H 1.73397 1.51853 -0.51256 -0.0260
H 1.84514 1.71491 1.22425 0.4290
H -0.70695 1.83896 -0.43567 0.2552
H -0.63827 2.03108 1.33831 0.3635
H 0.72098 -0.21903 0.96837 0.3611
H -4.93109 -0.25787 -0.89100 0.3387
H -4.98738 -0.27051 0.86758 0.3481
H -3.53144 2.03694 -0.35537 0.1034
H -4.03415 2.89127 1.72917 0.3199
H -5.70251 2.97969 1.19088 0.3950
H -5.15296 1.55662 2.07280 0.2890
H -5.12265 2.06713 -1.84038 0.3190
C 5.83916 -2.69138 0.50984 -0.7919
N 4.60468 -2.03454 0.90404 -0.1590
C 4.04428 -0.91071 0.40103 0.6189
C 4.77158 -0.20663 -0.72453 -0.9734
O 2.98820 -0.48113 0.84033 -0.5460
H 5.65441 -3.71077 0.17683 0.2616
H 6.53860 -2.73095 1.34551 0.2414
H 6.30923 -2.14320 -0.30078 0.2987
H 4.06918 -2.44596 1.65318 0.2352
H 4.18772 0.66524 -1.00714 0.0860
H 5.76593 0.11270 -0.41043 0.3847
H 4.88155 -0.86259 -1.58960 0.2594
C 5.13591 -8.15289 2.40781 -0.8427
N 5.59066 -7.17010 1.44569 -0.1511
C 6.73201 -6.43385 1.46914 0.8120
C 7.67295 -6.64216 2.63354 -1.3332
O 6.97862 -5.63462 0.57981 -0.6359
H 5.02040 -9.13215 1.94088 0.2908
H 4.17742 -7.86212 2.84010 0.2910
H 5.85663 -8.24510 3.21384 0.3130
H 5.00935 -6.98985 0.64198 0.2247
H 8.52400 -5.98270 2.49607 0.2948
H 7.18564 -6.40628 3.58024 0.3690
H 8.02332 -7.67395 2.67592 0.3812
C 3.47826 -0.25539 -4.51516 -0.8633
N 2.65189 0.65721 -3.75545 -0.1004
C 2.72242 2.01584 -3.70140 0.8927
C 3.79368 2.69273 -4.52672 -1.4296
O 1.95004 2.64774 -3.00277 -0.6102
H 2.87819 -0.83837 -5.21590 0.3344
H 4.00509 -0.94915 -3.85691 0.2299
H 4.21869 0.29847 -5.08386 0.3018
H 1.92017 0.26983 -3.17854 0.1989
H 3.71054 3.76277 -4.36444 0.3132
H 4.78886 2.36101 -4.22778 0.3645
H 3.66578 2.48028 -5.58878 0.3825
C -11.02604 3.34341 -1.58087 -0.7945
N -10.35492 4.14485 -0.58121 -0.1663
C -9.29607 3.80037 0.20429 0.7294
C -8.72721 2.41134 0.03307 -1.0387
O -8.83581 4.59221 1.00786 -0.6522
H -10.96601 3.81081 -2.56565 0.2720
H -12.07969 3.20373 -1.33157 0.2754
H -10.56145 2.36450 -1.64341 0.3084
H -10.68678 5.08275 -0.41994 0.2249
H -7.89542 2.30389 0.72028 0.0917
H -9.47656 1.65039 0.25709 0.4033
H -8.35822 2.25691 -0.98056 0.3279

Energy for every record listed, in sequence, given in eV: -116177.3238 -52169.3923 -50459.9246.